# C58H143B3CoF12N7O9

A molecular structure, C58H143B3CoF12N7O9 in a non-equilibrium geometry (ωB97M-V/def2-TZVPD, the Open Molecules 2025 dataset).

```
233
Properties=species:S:1:pos:R:3:forces:R:3
Co 8.778654 -22.857733 4.905328 -1.918 -2.987 0.871
C 8.964906 -14.131569 -2.860947 0.600 -0.969 -0.446
C 8.104828 -15.322665 -2.287860 0.120 1.849 0.838
N 8.817762 -16.394220 -1.402778 0.130 0.166 -2.119
C 9.534715 -17.302259 -2.417399 -0.448 -0.012 0.243
C 9.937682 -15.771125 -0.493713 -0.966 -0.593 0.084
C 9.536915 -14.707496 0.566457 -0.994 -0.812 -0.706
C 7.699467 -17.205996 -0.726425 1.553 -0.241 0.300
C 8.165049 -18.492669 -0.032220 -1.034 -0.063 0.185
O 9.084510 -18.419820 0.992643 0.889 -0.457 0.198
C 9.285649 -19.773791 1.534254 0.084 1.328 0.268
H 9.661142 -13.680480 -2.153929 -0.320 -0.047 0.186
H 8.421507 -13.322622 -3.349232 -0.913 -0.121 0.720
H 9.562854 -14.387566 -3.735600 0.296 -0.764 0.150
H 7.495341 -15.787306 -3.062931 0.430 -0.419 0.045
H 7.387510 -14.889846 -1.590563 -0.050 0.140 0.016
H 9.989093 -18.162343 -1.925559 -0.045 0.250 0.086
H 10.280718 -16.770759 -3.008222 -0.045 0.304 0.404
H 8.787363 -17.646674 -3.132207 -0.056 -0.107 0.185
H 10.628421 -15.452105 -1.274226 0.178 0.360 0.506
H 10.311622 -16.668720 -0.001170 0.161 0.250 0.061
H 10.392692 -14.356486 1.143131 0.095 0.056 -0.436
H 8.847685 -15.129214 1.298030 0.131 -0.426 0.085
H 8.948417 -13.889248 0.151434 0.540 0.282 -0.210
H 7.085091 -17.667936 -1.499249 -0.244 0.789 -0.329
H 7.149984 -16.485460 -0.120636 0.003 -0.290 0.149
H 8.443088 -19.230783 -0.784528 0.309 -0.033 -0.308
H 7.274421 -18.922382 0.426298 -0.689 -0.015 -0.293
H 8.340035 -20.274430 1.742310 -0.041 0.248 0.095
H 9.829993 -19.558213 2.453661 -0.009 -0.570 -0.013
H 9.849424 -20.398621 0.841542 0.179 0.076 -0.090
C 12.405774 -18.269447 0.035512 -0.651 -0.354 -0.661
C 13.719144 -18.989120 -0.230438 0.133 -0.842 1.456
N 14.900790 -18.677883 0.761800 -0.249 -0.383 -0.271
C 16.089504 -19.586290 0.440279 0.064 1.251 0.398
C 15.310476 -17.215164 0.533430 -0.532 0.269 0.008
C 16.569418 -16.700119 1.237704 -0.172 0.033 -0.284
C 14.544283 -18.851860 2.298684 0.368 1.378 -1.304
C 13.934742 -20.148110 2.674950 -0.441 -0.936 -0.491
O 14.709033 -21.275783 2.303307 -1.393 0.215 -0.089
C 13.857904 -22.460031 2.239488 1.547 0.221 -0.272
H 11.972517 -18.316038 1.034622 0.729 0.571 0.384
H 11.611764 -18.853724 -0.429538 0.170 -0.360 -0.571
H 12.303076 -17.309333 -0.470203 0.368 0.218 0.566
H 14.037362 -18.904967 -1.269548 0.472 0.580 0.243
H 13.539072 -20.059587 -0.131617 0.161 -0.058 0.341
H 16.717621 -19.413404 1.314169 0.302 -0.622 -0.271
H 16.592873 -19.142967 -0.418902 -0.099 -0.323 -0.149
H 15.838887 -20.640233 0.319884 -0.221 0.422 0.095
H 14.408455 -16.625094 0.695554 0.003 0.013 0.782
H 15.405720 -17.054576 -0.540463 0.503 -0.616 -0.155
H 16.763748 -15.694638 0.864394 0.084 -0.123 -0.452
H 17.401962 -17.347567 0.962454 0.168 0.317 0.186
H 16.562935 -16.510583 2.311085 -0.423 -0.653 0.098
H 13.808230 -18.057725 2.423868 -0.034 -0.054 0.418
H 15.430470 -18.582836 2.873479 0.167 -0.091 -0.377
H 12.973150 -20.116854 2.162633 -0.413 -0.665 -0.161
H 13.692036 -20.229248 3.734482 0.085 0.468 0.273
H 13.272973 -22.621592 3.144943 0.220 0.018 0.111
H 14.623703 -23.215922 2.065495 -0.465 -0.451 0.305
H 13.206209 -22.454024 1.365781 -0.173 0.341 -0.092
C 4.759286 -23.455423 6.985481 -0.294 0.077 0.541
C 4.411365 -24.515991 5.958124 0.435 0.054 -1.156
N 3.074903 -24.303143 5.146588 0.571 0.015 1.580
C 3.302628 -23.055464 4.236231 -1.691 -1.724 0.696
C 2.671142 -25.553867 4.270005 -0.809 1.418 -0.229
C 3.624916 -25.995380 3.179680 1.522 -0.379 0.705
C 1.895003 -23.937450 6.142760 0.588 -0.973 0.148
C 1.336700 -25.104206 7.021690 0.695 -1.105 -1.939
O 2.437016 -25.906388 7.378612 1.071 0.711 0.457
C 2.096308 -26.967844 8.243148 -0.162 -0.219 -0.060
H 4.220352 -23.520409 7.930692 -0.374 -0.148 -0.140
H 4.674752 -22.433706 6.615270 0.056 -0.043 -0.124
H 5.799022 -23.588748 7.284262 0.153 -0.107 -0.413
H 4.490119 -25.532519 6.343567 -0.611 0.239 0.029
H 5.180203 -24.433431 5.189897 -0.028 -0.082 -0.153
H 2.346518 -23.032799 3.713314 0.264 0.189 -0.636
H 4.149391 -23.263654 3.582202 -0.063 0.398 0.247
H 3.299427 -22.141281 4.829821 0.700 -0.304 0.102
H 1.775326 -25.194578 3.763510 -0.213 0.131 0.085
H 2.311068 -26.357453 4.912429 0.658 0.159 0.259
H 3.290342 -26.909187 2.688648 -0.587 0.298 -0.084
H 4.572857 -26.332481 3.599058 0.178 0.081 0.306
H 3.930079 -25.254782 2.440429 -0.547 0.118 -0.009
H 1.167993 -23.463594 5.483200 -0.258 -0.044 0.487
H 2.269830 -23.284504 6.930962 0.380 0.596 -0.839
H 0.739592 -25.798060 6.429972 -0.920 0.410 -0.074
H 0.781303 -24.740221 7.886074 -0.042 0.270 -0.068
H 2.981804 -27.543570 8.512497 0.144 0.343 -0.083
H 1.444373 -27.651399 7.699249 -0.418 -0.103 0.288
H 1.642132 -26.559265 9.145855 -0.218 -0.294 0.087
C 11.550792 -18.406500 6.997959 -0.412 0.602 1.151
C 12.088899 -17.981817 8.394599 0.863 0.276 -1.523
N 12.487354 -16.462373 8.453419 -0.709 1.146 -0.984
C 11.232918 -15.567578 8.132214 1.274 -1.472 0.200
C 12.984536 -16.006784 9.825935 -1.247 1.115 0.961
C 11.842042 -15.673053 10.823651 0.205 -0.406 0.224
C 13.557591 -16.066614 7.359205 0.511 -1.877 0.617
C 13.746519 -14.680671 6.746879 -0.366 1.068 1.035
O 14.149182 -13.771167 7.767043 -0.229 -0.154 0.216
C 13.876152 -12.368179 7.612923 -0.258 0.014 -0.530
H 11.444464 -19.491271 6.989173 -0.303 0.073 0.082
H 12.182611 -18.172207 6.141221 0.066 0.172 0.241
H 10.580670 -17.915834 6.919159 -0.112 -0.460 -0.599
H 12.953470 -18.621948 8.570278 0.430 0.619 0.427
H 11.354421 -18.203146 9.168977 -0.005 0.472 -0.014
H 11.013626 -15.678799 7.070310 0.043 0.105 0.168
H 11.560276 -14.562534 8.398353 -0.444 -0.061 -0.132
H 10.423693 -15.971888 8.740321 -0.013 0.437 -0.140
H 13.509861 -15.062927 9.680055 0.257 -0.267 -0.389
H 13.631868 -16.703827 10.358096 0.122 -0.381 -0.810
H 12.310423 -15.289376 11.730024 0.190 -0.172 0.021
H 11.285348 -16.562523 11.118676 -0.066 -0.033 -0.008
H 11.125846 -14.895709 10.557386 0.239 -0.103 -0.343
H 13.463065 -16.816785 6.574092 -0.364 0.342 -0.125
H 14.491941 -16.373209 7.829402 0.159 0.355 0.167
H 12.908064 -14.262218 6.190104 -0.532 -0.217 0.167
H 14.517242 -14.792171 5.984207 0.395 -0.226 0.038
H 12.860599 -12.175967 7.266773 -0.283 -0.307 -0.122
H 14.536682 -11.885004 6.892960 0.259 -0.164 0.042
H 13.951310 -11.848152 8.567923 0.336 -0.466 0.073
C 2.466417 -15.150162 3.216668 0.582 -0.141 -0.756
C 1.743115 -16.156596 2.267039 0.297 0.657 -0.642
N 2.317088 -16.311393 0.836122 0.385 -0.111 -0.773
C 1.517075 -17.331929 0.010102 0.568 -0.486 0.844
C 2.081096 -14.969966 0.050542 1.398 -0.503 -0.749
C 2.467728 -15.003716 -1.488268 -0.634 -0.399 0.960
C 3.823652 -16.794520 0.943239 -1.189 0.401 -0.456
C 4.080999 -18.226959 1.436677 -0.485 0.038 1.629
O 3.878976 -18.318929 2.854734 0.351 1.034 -0.154
C 4.451009 -19.531927 3.352283 -0.636 0.228 0.127
H 2.683892 -14.158648 2.819547 -0.816 0.132 -0.515
H 3.489492 -15.417813 3.480815 -0.250 -0.843 0.360
H 1.879764 -14.989004 4.121079 -0.015 -0.291 -0.099
H 0.746152 -15.786824 2.027369 -0.202 -0.274 0.546
H 1.742464 -17.180286 2.641429 -0.162 0.279 0.313
H 2.075766 -17.563596 -0.896699 -0.063 0.210 0.118
H 0.512489 -16.994695 -0.245172 0.225 0.374 0.195
H 1.426389 -18.264284 0.567403 0.003 0.180 0.176
H 2.618513 -14.154071 0.533844 0.315 -0.314 0.127
H 1.033121 -14.719862 0.215796 -0.063 -0.375 -0.290
H 2.105818 -14.055284 -1.885247 0.217 -0.041 -0.125
H 2.009707 -15.806283 -2.066372 -0.598 0.190 0.266
H 3.515457 -15.155870 -1.747556 0.261 0.520 0.621
H 4.286746 -16.053491 1.594796 0.075 -0.256 0.043
H 4.257562 -16.690332 -0.051228 -0.215 0.039 -0.094
H 5.112982 -18.502329 1.219235 0.303 0.308 -0.210
H 3.484129 -19.037424 1.018358 -0.257 0.284 -0.726
H 4.186771 -19.713221 4.394116 -0.543 0.376 -0.070
H 5.539015 -19.493878 3.406078 0.047 -0.234 -0.786
H 3.969431 -20.272667 2.713930 0.850 -0.856 0.200
C 12.302747 -21.939903 10.160287 -0.220 -0.812 -0.233
C 11.039077 -22.508367 9.391047 0.239 0.486 0.560
N 10.271300 -23.688182 9.982407 -0.285 -0.956 0.973
C 9.546121 -23.256343 11.241825 1.253 -0.284 0.072
C 9.167135 -24.232188 9.038729 -0.845 -0.923 -0.375
C 8.233921 -25.443927 9.575975 1.417 1.273 -0.520
C 11.311399 -24.793720 10.350573 -0.489 1.222 -0.359
C 12.196671 -25.262857 9.207614 -0.485 -1.032 1.473
O 11.343361 -25.932866 8.336436 0.028 0.845 -1.071
C 12.005321 -26.503388 7.209620 -0.651 -0.901 1.153
H 12.577626 -20.965310 9.756916 -0.405 0.007 -0.303
H 13.206691 -22.534395 10.027726 -0.159 -0.273 -0.083
H 12.218788 -21.773780 11.234275 -0.490 -0.170 0.003
H 11.319828 -22.831033 8.388471 -0.114 0.334 0.021
H 10.319428 -21.689867 9.375259 -0.146 -0.167 -0.503
H 10.310961 -22.878065 11.920077 -0.196 0.220 0.041
H 9.118079 -24.136396 11.721813 -0.169 0.208 -0.215
H 8.815729 -22.484405 10.999481 0.023 -0.223 -0.016
H 9.692428 -24.488979 8.118820 -0.335 -0.078 0.199
H 8.448971 -23.444841 8.809770 0.517 0.463 0.149
H 7.681844 -25.122673 10.459214 0.323 -0.353 0.213
H 8.797124 -26.372323 9.670675 -0.018 0.127 0.499
H 7.452356 -25.666307 8.849476 0.249 0.432 -0.433
H 10.781272 -25.680508 10.697949 -0.183 0.330 0.162
H 11.898047 -24.336453 11.147355 0.012 -0.279 0.043
H 12.761253 -26.036548 9.727931 0.780 -0.029 0.092
H 12.918595 -24.568423 8.777858 -0.349 0.302 -0.312
H 12.333612 -27.483220 7.556391 0.427 -0.244 -0.310
H 12.870129 -25.921303 6.891204 -0.355 0.171 -0.432
H 11.182764 -26.672284 6.514662 0.536 0.328 -0.550
C 9.275139 -28.581001 0.797576 1.314 -0.683 0.872
C 9.787991 -28.146228 2.192196 0.717 1.027 -0.743
N 11.389173 -28.171669 2.472021 0.011 0.260 0.796
C 11.654190 -27.454960 3.828443 -1.190 0.028 -0.953
C 11.795905 -29.674496 2.640715 1.301 0.399 -0.485
C 13.089867 -29.945520 3.481661 -0.732 -0.144 0.463
C 12.333180 -27.444292 1.410901 -1.349 -1.429 -0.717
C 11.988496 -25.968888 1.196766 1.411 -0.291 0.631
O 10.720234 -25.829180 0.707133 -1.502 0.847 0.217
C 10.210234 -24.476927 0.878788 -0.046 -1.196 -0.507
H 9.686903 -27.963999 -0.001089 -0.330 0.167 0.195
H 8.186549 -28.555676 0.846670 0.081 0.178 -0.153
H 9.572593 -29.609050 0.590865 -0.161 -0.131 -0.066
H 9.326064 -28.709943 3.002718 0.412 -0.235 -0.037
H 9.478661 -27.106438 2.298293 0.388 0.009 0.319
H 12.700651 -27.156061 3.889050 -0.024 -0.692 0.282
H 11.229302 -28.081454 4.612710 0.695 -0.228 0.023
H 11.079762 -26.533044 3.919012 -0.219 0.107 -0.585
H 11.891191 -30.062899 1.626726 0.337 0.203 -0.114
H 10.968635 -30.274715 3.019480 -0.168 0.622 0.493
H 13.257496 -31.021168 3.536270 -0.057 -0.092 -0.551
H 12.965097 -29.723010 4.541392 -0.361 0.342 -0.022
H 14.043312 -29.486395 3.220411 -0.303 0.142 -0.638
H 12.231357 -28.004791 0.481617 -0.776 0.070 -0.182
H 13.370138 -27.720757 1.601692 -0.010 0.628 0.966
H 12.637214 -25.465427 0.479984 0.860 -0.496 -0.132
H 12.181920 -25.444088 2.132332 -0.409 0.259 0.418
H 9.312920 -24.476320 0.259982 -0.081 0.281 0.361
H 10.911586 -23.745429 0.477372 0.235 0.051 -0.061
H 10.006183 -24.270232 1.929380 -0.108 -0.041 -0.025
B 7.156775 -22.655717 2.835120 -1.231 -0.832 -2.067
F 8.512109 -22.400487 2.751117 1.111 0.202 -0.042
F 6.920804 -23.821582 2.086186 -0.384 0.562 0.225
F 6.779102 -22.845182 4.146967 0.059 -0.428 1.641
F 6.458037 -21.540027 2.424174 -0.383 0.505 -0.920
B 11.241191 -22.680589 5.186076 4.318 0.091 1.505
F 12.054311 -21.592371 5.580289 -0.264 0.820 -0.801
F 10.524752 -22.471684 4.028476 0.938 0.565 -1.125
F 12.131026 -23.754054 5.156623 -0.359 -0.521 -0.898
F 10.379785 -22.866596 6.226216 -1.344 -0.639 1.095
B 8.055958 -20.780158 6.246257 -2.094 2.178 3.726
F 8.574678 -20.843805 5.003197 0.866 -0.004 -2.412
F 8.210289 -21.973095 6.932287 0.378 -1.164 -0.028
F 8.690952 -19.777504 6.973872 0.684 0.413 0.016
F 6.694362 -20.505002 6.258588 -0.461 0.111 -0.786
C 8.254773 -26.878561 5.688178 0.151 -1.776 0.990
C 8.440942 -25.459203 5.440448 -0.767 2.881 -1.671
O 7.847747 -24.531505 6.058985 -0.247 -0.514 1.077
O 9.125127 -25.089676 4.443056 1.105 0.022 -0.410
H 8.812488 -27.479434 4.969841 -0.150 0.100 0.018
H 7.220966 -27.220922 5.734308 -0.121 0.355 -0.293
H 8.624985 -27.125170 6.683283 0.202 -0.009 0.166
```
Positions in Å, forces in eV/Å.

Properties
Expectation value of S²: 3.7538
Total charge: +5
Kohn-Sham gap (alpha / beta) in eV: 8.54 / 8.56
Spin multiplicity: 4
Lowest unoccupied orbital energy (alpha / beta) in eV: -8.363 / -8.363

Results of the Mulliken charge analysis, in e, for atoms 1 through 4: atom 1 (Co): 0.5446, atom 2 (C): -1.3148, atom 3 (C): -0.4598, atom 4 (N): 0.7562